No. 1
C22H35N7OS | the ωB97M-V functional and the def2-TZVPD basis

Element x y z (Å)
C1 0.1960 -2.4969 3.4408
C2 1.0639 -2.6744 2.1991
C3 0.4127 -3.5200 1.0894
N1 -0.4847 -2.8682 0.1592
C4 -1.7339 -2.3788 0.6909
C5 -2.6905 -2.1214 -0.4704
N2 -2.1439 -1.1343 -1.3946
C6 -3.0444 -0.9329 -2.5292
C7 -4.2509 -0.0508 -2.1972
C8 -3.8653 1.4190 -2.0665
N3 -2.9015 1.6104 -1.0072
C9 -2.9841 2.6395 -0.1488
O1 -3.8576 3.4843 -0.2042
C10 -1.8427 2.7606 0.8641
C11 -0.6878 3.5068 0.1811
C12 0.4617 3.7019 1.1718
N4 0.8895 2.4222 1.6924
C13 1.8228 1.6991 1.0527
N5 1.9850 0.4222 1.1881
N6 3.0384 -0.0669 0.5412
C14 3.7074 0.8055 -0.1177
N7 4.8192 0.5336 -0.8566
C15 5.5713 1.4337 -1.5658
C16 6.5959 0.7619 -2.1590
C17 6.4683 -0.6033 -1.7999
C18 5.3718 -0.7146 -1.0015
S1 3.0483 2.4501 0.0086
C19 -0.1627 1.7088 2.3922
C20 -1.3387 1.4423 1.4495
C21 -0.8345 -1.5854 -1.8560
C22 0.1045 -1.8510 -0.6808
H1 0.7611 -1.9847 4.2173
H2 -0.6953 -1.9119 3.2317
H3 -0.1158 -3.4646 3.8307
H4 1.9839 -3.1810 2.4983
H5 1.3468 -1.7009 1.8008
H6 1.2089 -3.9555 0.4776
H7 -0.1450 -4.3456 1.5437
H8 -2.1656 -3.1371 1.3474
H9 -1.6103 -1.4438 1.2618
H10 -3.6403 -1.7518 -0.0790
H11 -2.8737 -3.0763 -0.9917
H12 -3.3972 -1.9042 -2.9164
H13 -2.4749 -0.4488 -3.3280
H14 -4.9814 -0.1471 -3.0016
H15 -4.7238 -0.3858 -1.2744
H16 -4.7374 2.0376 -1.8372
H17 -3.4374 1.7707 -3.0148
H18 -2.2544 0.8369 -0.8940
H19 -2.2240 3.3905 1.6756
H20 -0.3326 2.9272 -0.6751
H21 -1.0348 4.4749 -0.1812
H22 0.1286 4.3121 2.0167
H23 1.3077 4.2011 0.6951
H24 5.3118 2.4742 -1.5855
H25 7.3578 1.1869 -2.7812
H26 7.1176 -1.4006 -2.1020
H27 4.9245 -1.5576 -0.5163
H28 -0.4800 2.3321 3.2333
H29 0.2534 0.7742 2.7692
H30 -0.9859 0.7795 0.6575
H31 -2.1403 0.9401 1.9930
H32 -0.4079 -0.8094 -2.4985
H33 -0.9270 -2.5137 -2.4435
H34 1.0628 -2.2103 -1.0608
H35 0.2865 -0.9103 -0.1342

Results
HOMO	-8.078	eV
max |F|	1.8	eV/A
electronic energy	-1716.0299	hartree
2S+1	1
SMILES	CCCN1CCN(CCCNC(=O)C2CCN(c3nnc(-n4cccc4)s3)CC2)CC1



No. 2
C7H10 | the ωB97M-V functional and the def2-TZVPD basis

Element x y z (Å)
C1 1.9260 -0.3238 1.8621
C2 1.5437 -0.3538 0.7186
C3 1.0545 -0.3109 -0.6397
C4 0.0009 0.7348 -0.9688
C5 -0.4491 1.7186 0.0947
C6 -0.3708 -0.7217 -0.9546
C7 -1.2575 -1.3407 0.0979
H1 2.2675 -0.2930 2.8737
H2 1.8060 -0.5137 -1.3992
H3 0.1137 1.1695 -1.9596
H4 0.4111 2.1614 0.6069
H5 -1.0306 2.5295 -0.3537
H6 -1.0759 1.2479 0.8581
H7 -0.4830 -1.1670 -1.9411
H8 -2.3128 -1.1206 -0.0947
H9 -1.1349 -2.4283 0.0973
H10 -1.0086 -0.9880 1.1021

Results
HOMO	-9.270	eV
max |F|	0.5	eV/A
electronic energy	-272.6302	hartree
2S+1	1
SMILES	C#C[C@@H]1[C@H](C)[C@@H]1C



No. 3
C4H8O3 | the ωB97M-V functional and the def2-TZVPD basis

Element x y z (Å)
C1 -0.2161 -2.2482 1.3160
O1 0.2641 -0.9417 0.9899
C2 -0.5672 -0.1869 0.2448
O2 -1.5985 -0.5893 -0.2296
C3 0.0811 1.1766 -0.0048
C4 0.7898 1.0438 -1.3417
O3 -0.8477 2.2227 -0.1587
H1 -1.1591 -2.1694 1.8619
H2 0.5510 -2.6985 1.9470
H3 -0.3757 -2.8534 0.4199
H4 0.7666 1.3748 0.8325
H5 1.6820 0.4159 -1.2808
H6 1.0053 2.0736 -1.6927
H7 0.0736 0.6097 -2.0478
H8 -0.4493 2.7702 -0.8560

Results
HOMO	-10.334	eV
max |F|	0.8	eV/A
electronic energy	-382.9225	hartree
2S+1	1
SMILES	COC(=O)[C@@H](C)O



No. 4
C11H14N2 | the ωB97M-V functional and the def2-TZVPD basis

Element x y z (Å)
C1 -0.0658 -1.6139 1.2324
C2 -0.5520 -0.2017 0.9229
C3 -2.0464 0.0561 0.8076
C4 -2.4214 1.2302 0.3682
C5 -1.5853 2.2107 -0.2413
C6 -0.3433 1.8847 -0.5170
C7 0.1449 0.4238 -0.2739
C8 -0.3331 -0.4466 -1.5768
N1 1.5473 0.3671 -0.0525
C9 2.6700 0.1205 -0.8608
C10 3.7644 0.3369 -0.1368
N2 3.3806 0.7096 1.1063
C11 2.0891 0.7584 1.1166
H1 0.2992 -1.5046 2.2618
H2 0.8947 -1.8614 0.7055
H3 -0.7817 -2.4318 1.1171
H4 -0.2233 0.4593 1.7436
H5 -2.6260 -0.5505 1.4767
H6 -3.4820 1.3095 0.4869
H7 -1.8461 3.2098 -0.3978
H8 0.5374 2.4882 -0.8760
H9 -1.1442 -1.0512 -1.2984
H10 0.6451 -1.0860 -1.9895
H11 -0.5710 0.1656 -2.3980
H12 2.7414 -0.2805 -1.8592
H13 4.6992 0.2204 -0.4951
H14 1.6101 0.6306 2.0773

Results
HOMO	-8.734	eV
max |F|	5.2	eV/A
electronic energy	-536.9577	hartree
2S+1	1
SMILES	C[C@@H]1C=CC=C[C@@]1(C)n1ccnc1



No. 5
C7H6F2N2NiO11S2 | the ωB97M-V functional and the def2-TZVPD basis

Element x y z (Å)
Ni1 0.1275 0.1532 0.2182
C1 -0.9213 -1.9588 -3.1737
C2 -0.2130 -2.9652 -3.9035
C3 1.1144 -3.5559 -3.3387
O1 1.7140 -4.3892 -4.0075
C4 1.6054 -3.0165 -2.1139
C5 0.8279 -2.1442 -1.3712
C6 -0.4678 -1.5964 -1.9222
O2 -1.0733 -0.7305 -1.1926
O3 1.2188 -1.6581 -0.2569
O4 -0.4868 -3.2419 -5.0694
H1 -1.7613 -1.4868 -3.6612
H2 2.5989 -3.2876 -1.7839
N1 0.3830 0.1782 2.1897
S1 -0.3418 -0.7939 3.3241
O5 -1.3748 -0.1447 4.0494
O6 0.5531 -1.6772 3.9689
F1 -1.0649 -1.7310 2.2897
S2 1.1607 1.2454 3.1115
O7 1.7287 0.7868 4.3337
O8 0.6959 2.5980 3.1028
F2 2.4444 1.3938 2.1677
O9 0.8457 1.5817 -0.8020
H3 1.4668 1.7266 -1.5121
C7 -1.1823 4.0688 0.6976
N2 -2.0079 2.8580 0.9430
O10 -2.9598 2.9447 1.6994
O11 -1.7362 1.9017 0.2576
H4 -0.8701 3.9335 -0.3374
H5 -0.2864 4.0131 1.3102
H6 -1.7376 4.9942 0.7827

Results
charge	-2
HOMO (spin up / spin down)	-1.621 / -1.605	eV
⟨S²⟩	2.005
max |F|	4.3	eV/A
electronic energy	-3711.9020	hartree
2S+1	3



No. 6
C47H74IN8O16PS | the ωB97M-V functional and the def2-TZVPD basis

Element x y z (Å)
C1 3.9413 -6.7418 3.4014
C2 3.7344 -7.1400 1.9180
C3 2.8400 -6.0836 1.2073
C4 1.3950 -6.4448 1.5163
O1 0.4060 -5.5363 0.9909
C5 0.6397 -4.2312 1.1944
C6 0.9382 -3.6626 2.4376
N1 0.9908 -4.5020 3.6424
C7 -0.1012 -4.3812 4.2052
O2 -1.0438 -4.1364 4.8298
C8 1.1940 -2.3092 2.6124
C9 1.1158 -1.4717 1.5099
C10 0.7810 -1.9847 0.2545
C11 0.5529 -3.3579 0.0830
S1 0.1088 -3.9416 -1.5625
C12 1.5520 -3.9222 -2.6418
O3 -0.3902 -5.2986 -1.5537
O4 -0.8930 -3.0433 -2.1001
C13 0.7004 -0.9470 -0.8544
O5 1.0885 -1.1296 -1.9753
C14 0.1251 0.3845 -0.4223
C15 -0.7474 1.1381 -1.2051
N2 -1.1745 0.7600 -2.5019
C16 -0.2974 1.3815 -3.5520
C17 -1.0935 1.9444 -4.7584
C18 -0.9658 3.4789 -4.9460
C19 -1.2544 2.3472 -0.7154
C20 -2.2361 3.0571 -1.6347
C21 -3.5052 2.2064 -1.8227
O6 -4.2119 2.2512 -2.7633
I1 -4.0808 0.8140 -0.2177
C22 -0.8849 2.8640 0.5341
P1 -1.5805 4.4784 1.0383
O7 -1.3790 5.5448 0.0160
C23 0.0016 2.1053 1.3398
C24 0.4428 2.5236 2.7377
C25 -0.1304 1.6095 3.8320
C26 0.6006 1.9097 5.1755
C27 1.9454 1.2373 5.1986
O8 2.0735 0.1231 5.6534
O9 3.0003 1.8794 4.6679
C28 0.4678 0.8850 0.8471
C29 1.3909 0.0030 1.6489
O10 2.2874 0.4016 2.3467
H1 4.6392 -7.4046 3.9165
H2 2.9969 -6.8006 3.9542
H3 4.2766 -5.7060 3.4935
H4 4.7282 -7.1898 1.4707
H5 3.2533 -8.1229 1.9363
H6 3.0764 -6.1592 0.1417
H7 3.1602 -5.1154 1.5999
H8 1.2391 -6.6298 2.5808
H9 1.1915 -7.4013 1.0268
H10 1.4338 -1.9351 3.6024
H11 1.2148 -3.4088 -3.5427
H12 2.2952 -3.2668 -2.1803
H13 1.9213 -4.9261 -2.8263
H14 -1.0695 -0.2443 -2.6029
H15 0.3838 0.6190 -3.9423
H16 0.3369 2.1456 -3.0965
H17 -2.1498 1.7150 -4.5705
H18 -0.8010 1.4155 -5.6647
H19 -0.6834 3.7845 -5.9482
H20 -1.9370 3.9355 -4.7359
H21 -0.2717 3.8542 -4.1897
H22 -1.7935 3.3050 -2.5985
H23 -2.5973 3.9918 -1.1948
H24 -2.9674 4.2589 1.2293
H25 -1.0299 4.9159 2.2552
H26 1.5319 2.5753 2.7566
H27 0.1038 3.5345 2.9427
H28 0.0409 0.5447 3.6458
H29 -1.2079 1.7601 3.9206
H30 0.6517 2.9961 5.2877
H31 -0.0263 1.4781 5.9558
H32 3.6831 1.2120 4.5151
C30 4.9510 4.5732 -6.3892
N3 3.8718 3.8564 -5.7366
C31 2.6381 3.5586 -6.2294
C32 2.3169 4.0176 -7.6310
O11 1.8327 2.9446 -5.5512
H33 5.8312 3.9302 -6.4471
H34 5.2047 5.4589 -5.8039
H35 4.6714 4.8802 -7.3910
H36 4.0197 3.5223 -4.7978
H37 1.3058 3.7075 -7.8767
H38 2.3751 5.1046 -7.6996
H39 3.0043 3.5663 -8.3479
C33 -3.3862 -2.4188 -3.9102
N4 -2.7779 -1.6311 -4.9663
C34 -2.4184 -2.0216 -6.2153
C35 -2.6778 -3.4616 -6.5891
O12 -1.9070 -1.2322 -6.9962
H40 -4.3455 -1.9786 -3.6301
H41 -2.7210 -2.4024 -3.0463
H42 -3.5448 -3.4466 -4.2200
H43 -2.5831 -0.6620 -4.7635
H44 -2.3411 -3.6243 -7.6086
H45 -2.1281 -4.1327 -5.9275
H46 -3.7441 -3.6844 -6.5332
C36 -6.2612 5.9003 -6.5092
N5 -4.9331 6.1337 -5.9747
C37 -3.7395 5.6962 -6.4611
C38 -3.7629 4.8572 -7.7163
O13 -2.6995 5.9774 -5.8905
H47 -6.7317 6.8572 -6.7436
H48 -6.8684 5.3877 -5.7610
H49 -6.2239 5.2953 -7.4084
H50 -4.8458 6.6856 -5.1363
H51 -2.7436 4.5862 -7.9742
H52 -4.3354 3.9431 -7.5544
H53 -4.1954 5.4203 -8.5446
C39 -4.9702 -4.9621 1.4199
N6 -5.7244 -4.1507 2.3588
C40 -5.2722 -3.5039 3.4669
C41 -3.8028 -3.6257 3.7916
O14 -6.0373 -2.8540 4.1604
H54 -5.0502 -4.5305 0.4210
H55 -5.3856 -5.9712 1.3976
H56 -3.9232 -5.0172 1.6969
H57 -6.7117 -4.0291 2.1988
H58 -3.5947 -3.0591 4.6934
H59 -3.5345 -4.6673 3.9661
H60 -3.1995 -3.2198 2.9773
C42 4.4967 5.7477 7.0207
N7 3.5202 5.1386 6.1368
C43 2.6908 5.7483 5.2523
C44 2.7642 7.2514 5.1410
O15 1.9193 5.0834 4.5770
H61 5.4879 5.3528 6.7920
H62 4.2532 5.4999 8.0552
H63 4.5117 6.8263 6.9098
H64 3.4203 4.1347 6.1537
H65 2.0459 7.5828 4.3974
H66 2.5184 7.7173 6.0960
H67 3.7609 7.5628 4.8261
C45 1.8130 -4.3227 8.2071
N8 2.8631 -4.8961 7.3849
C46 3.4402 -4.3701 6.2705
C47 2.9473 -3.0223 5.8064
O16 4.3204 -4.9799 5.6835
H68 2.1773 -4.2020 9.2288
H69 0.9542 -4.9964 8.2211
H70 1.4982 -3.3564 7.8278
H71 3.2351 -5.7960 7.6433
H72 3.4944 -2.7335 4.9135
H73 1.8844 -3.0709 5.5648
H74 3.1137 -2.2665 6.5733

Results
HOMO	-8.776	eV
max |F|	3.0	eV/A
electronic energy	-4514.5149	hartree
2S+1	1
SMILES	CCCCOc1c(N=C=O)cc2c(c1S(C)(=O)=O)C(=O)c1c(NCCC)c(CC(=O)I)c([PH2]=O)c(CCCC(=O)O)c1C2=O.CNC(C)=O.CNC(C)=O.CNC(C)=O.CNC(C)=O.CNC(C)=O.CNC(C)=O



No. 7
C26H41F9N2O4S | the ωB97M-V functional and the def2-TZVPD basis

Element x y z (Å)
C1 -4.6025 5.9269 -0.9785
C2 -3.7100 6.8225 -1.8413
C3 -2.9910 6.0522 -2.9500
C4 -3.8554 5.4581 -4.0716
C5 -4.6370 4.1774 -3.7160
C6 -3.8776 3.2051 -2.8047
C7 -4.1133 1.6992 -3.0333
C8 -4.5740 1.0512 -1.7244
C9 -3.4551 1.0421 -0.6675
C10 -3.0733 -0.3274 -0.0784
C11 -1.5531 -0.5375 0.0363
C12 -1.0730 -1.1110 1.3845
C13 -0.2683 -2.3990 1.2343
C14 0.6051 -2.7024 2.4869
C15 1.9735 -3.2229 2.1947
C16 3.0866 -2.4025 1.9022
C17 2.9585 -0.8873 1.8081
F1 3.7527 -0.4722 0.7817
F2 1.7096 -0.5169 1.4755
C18 3.4083 -0.1375 3.1197
F3 4.5264 0.5535 2.8645
F4 3.6795 -1.0623 4.0681
C19 2.3593 0.8507 3.7049
F5 2.8680 1.3649 4.8299
F6 2.1121 1.8253 2.8342
F7 1.2288 0.1903 4.0057
C20 4.3240 -2.9527 1.7267
C21 5.6419 -2.2734 1.4730
C22 6.1047 -2.4560 0.0026
C23 6.1556 -1.1774 -0.8479
S1 4.9712 -1.0727 -2.1813
O1 4.5019 0.2719 -2.2648
O2 5.5401 -1.7398 -3.3037
O3 3.7585 -1.9903 -1.6972
C24 4.3627 -4.3637 1.8107
F8 5.5268 -4.9827 1.6474
N1 3.3584 -5.1349 2.0313
N2 2.1853 -4.5481 2.2270
C25 1.1153 -5.5303 2.4812
C26 0.1659 -5.7201 1.2856
O4 -1.1682 -5.7834 1.7303
H1 -4.1019 4.9958 -0.7320
H2 -5.5383 5.7301 -1.5138
H3 -4.8543 6.3923 -0.0297
H4 -2.9358 7.2470 -1.1956
H5 -4.2636 7.6731 -2.2553
H6 -2.2871 6.7410 -3.4320
H7 -2.3875 5.2837 -2.4658
H8 -4.5879 6.2173 -4.3671
H9 -3.2222 5.2909 -4.9476
H10 -4.9006 3.6677 -4.6495
H11 -5.5764 4.4713 -3.2487
H12 -2.8139 3.4048 -2.9375
H13 -4.1439 3.4453 -1.7780
H14 -3.1797 1.2517 -3.3883
H15 -4.8567 1.5293 -3.8178
H16 -4.9778 0.0520 -1.9139
H17 -5.3879 1.6747 -1.3489
H18 -3.7201 1.7136 0.1500
H19 -2.5607 1.4744 -1.1218
H20 -3.5427 -0.4573 0.8991
H21 -3.5000 -1.1079 -0.7153
H22 -1.0371 0.4011 -0.1668
H23 -1.2402 -1.2212 -0.7600
H24 -1.9596 -1.3284 1.9833
H25 -0.5032 -0.3611 1.9341
H26 0.3371 -2.3926 0.3239
H27 -0.9802 -3.2167 1.1176
H28 0.0755 -3.3732 3.1553
H29 0.7187 -1.7669 3.0322
H30 5.6214 -1.2312 1.7734
H31 6.3529 -2.8015 2.1067
H32 5.4875 -3.2078 -0.4875
H33 7.1091 -2.8733 0.0209
H34 7.1079 -1.1520 -1.3736
H35 6.0614 -0.2680 -0.2582
H36 3.2411 -1.4761 -1.0595
H37 1.6189 -6.4667 2.6998
H38 0.5669 -5.2567 3.3775
H39 0.4404 -6.6404 0.7667
H40 0.2735 -4.9161 0.5603
H41 -1.4442 -6.7003 1.8004
F9 -3.5379 4.5715 1.2768

Results
HOMO	-5.133	eV
max |F|	0.8	eV/A
electronic energy	-2722.5417	hartree
2S+1	1



No. 8
C4H16NO2 | the ωB97M-V functional and the def2-TZVPD basis

Element x y z (Å)
C1 -2.0492 -0.2176 1.7215
C2 -1.4041 -0.8070 0.4338
N1 0.0449 -1.0816 0.6873
C3 0.6735 -2.2867 0.0673
C4 0.5786 -2.1960 -1.4392
H1 -2.9862 0.2296 1.4499
H2 -1.3788 0.5163 2.1823
H3 -2.1131 -1.0391 2.4352
H4 -1.9642 -1.7393 0.2920
H5 -1.4954 -0.1438 -0.4255
H6 0.1871 -1.0867 1.6865
H7 0.5656 -0.2787 0.2935
H8 0.1594 -3.1448 0.4993
H9 1.7131 -2.3173 0.4059
H10 0.9671 -1.2528 -1.7842
H11 0.9926 -3.0574 -1.9609
H12 -0.4687 -2.1759 -1.7273
H13 1.7398 4.4074 -0.8267
H14 0.6391 4.8802 0.1092
O1 0.9351 4.1033 -0.3926
H15 0.6994 2.2625 -0.6520
H16 1.0727 1.2030 -1.7179
O2 0.9015 1.3134 -0.7784

Results
charge	+1
HOMO	-15.117	eV
max |F|	1.9	eV/A
electronic energy	-367.0124	hartree
2S+1	1